[1]
The following is a quantum chemistry calculation of a molecular structure, C26H58CdN2O36S9, from the OMol25 dataset.

```
132
Properties=species:S:1:pos:R:3:forces:R:3
Cd -0.017 -0.609 0.506 1.1 -3.5 -0.8
S 0.048 0.637 -1.788 1.1 5.4 -5.2
O -0.112 0.363 -3.184 -1.2 -3.2 -1.9
O 0.449 2.038 -1.844 -0.9 1.7 2.3
O -1.029 0.183 -0.932 -6.8 2.0 -2.1
O 1.089 -0.051 -1.125 7.4 -2.9 0.1
S -0.062 0.383 2.899 2.3 -0.7 1.2
O -0.209 1.710 3.365 -0.7 2.3 1.1
O 1.000 0.308 1.876 5.6 2.7 2.5
O 0.184 -0.591 3.944 0.3 -0.8 1.8
O -1.106 -0.121 2.057 -7.5 0.0 2.0
C -0.125 -4.216 -1.964 -0.3 -0.5 0.4
C 0.052 -2.781 -1.430 1.1 -0.8 -0.3
N 0.063 -2.609 0.039 -0.1 -4.1 0.5
C 1.199 -3.349 0.655 1.7 0.1 -0.3
C 1.748 -2.823 1.964 -0.1 1.4 1.0
C -1.113 -3.177 0.711 -1.6 0.7 -0.3
C -2.424 -2.575 0.169 0.0 -0.3 0.3
H 0.495 -4.934 -1.427 0.3 0.1 0.3
H 0.201 -4.353 -2.995 -0.1 0.6 -0.1
H -1.123 -4.648 -1.888 -0.2 0.3 0.0
H 1.087 -2.538 -1.668 -0.3 0.6 -0.6
H -0.632 -2.046 -1.855 0.2 -0.2 -0.2
H 1.091 -4.417 0.842 -0.8 -0.3 -0.8
H 1.991 -3.200 -0.078 0.3 -0.4 0.0
H 2.006 -1.773 1.823 0.0 0.1 0.3
H 1.114 -2.867 2.849 -0.8 0.2 -0.4
H 2.622 -3.285 2.423 0.4 -0.6 -1.0
H -0.939 -2.905 1.752 -0.5 -0.6 0.2
H -1.184 -4.245 0.506 0.3 -0.2 0.5
H -3.337 -3.017 0.568 0.3 -0.5 0.4
H -2.438 -2.843 -0.887 -0.2 0.7 -0.1
H -2.547 -1.517 0.401 0.3 0.2 -0.6
C 2.442 4.454 -2.818 0.8 0.7 0.6
C 2.675 4.027 -4.250 -0.5 -1.9 0.0
N 2.494 2.518 -4.430 1.2 0.8 -1.4
C 3.549 1.762 -3.619 -1.7 -0.4 -1.3
C 3.413 0.220 -3.738 0.6 0.4 0.2
C 2.664 2.163 -5.929 -1.4 -0.5 1.2
C 3.972 2.490 -6.665 -0.5 -0.3 1.4
H 1.593 4.022 -2.287 0.1 -0.6 -0.5
H 2.254 5.527 -2.787 0.1 0.3 -0.1
H 3.351 4.322 -2.232 -0.1 -0.2 0.3
H 1.980 4.635 -4.829 -0.3 -0.7 -0.6
H 3.663 4.238 -4.660 0.4 0.6 0.5
H 4.541 2.063 -3.953 0.3 0.0 0.2
H 3.465 1.931 -2.545 -0.3 0.7 -0.4
H 3.661 -0.204 -4.711 0.0 0.2 -0.2
H 4.185 -0.124 -3.049 0.2 -0.4 0.1
H 2.477 -0.228 -3.404 -0.2 0.6 0.0
H 1.825 2.524 -6.523 -0.2 1.1 0.4
H 2.340 1.123 -5.971 0.9 -0.5 0.1
H 3.937 2.223 -7.721 0.0 0.1 0.1
H 4.756 1.936 -6.148 0.4 0.1 -0.3
H 4.125 3.557 -6.502 0.4 0.0 -0.5
C 4.809 0.424 0.484 0.1 -0.5 0.5
C 3.904 1.495 0.011 -1.9 -0.1 1.5
O 4.703 2.618 -0.355 2.4 -0.1 -1.0
S 6.263 2.098 -0.756 -1.2 -0.4 -0.9
O 7.209 2.537 0.242 -1.1 -0.2 -0.8
O 6.628 2.298 -2.179 -1.3 -0.8 3.6
O 5.818 0.542 -0.455 3.6 0.5 -2.2
H 4.434 -0.592 0.355 -0.4 0.2 0.0
H 5.197 0.519 1.498 0.1 0.3 0.1
H 3.309 1.784 0.877 -0.5 0.4 -0.4
H 3.278 1.066 -0.772 -0.1 0.7 -0.3
C -0.867 -3.815 5.228 -1.5 1.0 0.9
C -2.320 -3.653 5.831 1.3 1.1 0.9
O -3.205 -4.520 5.154 0.7 -1.3 -0.9
S -2.371 -5.472 4.132 -0.3 -1.5 -3.1
O -2.522 -4.926 2.755 0.5 -1.2 3.8
O -2.654 -6.924 4.301 0.9 4.0 0.2
O -0.862 -5.107 4.732 -1.8 -2.4 -1.3
H -0.147 -3.826 6.047 0.1 0.5 -0.3
H -0.698 -3.091 4.431 0.4 0.2 0.2
H -2.662 -2.619 5.777 -0.1 -0.2 -0.3
H -2.298 -3.903 6.892 -0.1 -0.3 0.0
C 2.997 -0.930 5.459 0.6 0.3 0.1
C 3.420 0.038 4.339 -1.8 1.3 0.4
O 4.573 0.702 4.796 2.6 0.7 1.5
S 4.660 0.878 6.423 1.0 -2.2 -1.1
O 4.045 2.111 6.863 0.6 -1.8 -0.5
O 6.034 0.542 6.871 -3.5 0.9 -1.0
O 3.696 -0.463 6.620 1.3 1.8 1.6
H 3.392 -1.935 5.306 -0.3 -0.1 -0.2
H 1.945 -0.898 5.742 0.0 -0.1 -0.8
H 2.742 0.890 4.280 -0.9 -0.6 -0.5
H 3.579 -0.365 3.340 0.1 -0.2 0.3
C -3.677 0.135 4.311 -0.8 1.5 -0.9
C -3.491 -1.167 3.658 1.4 -1.1 -1.4
O -4.515 -2.058 4.078 -2.1 -1.0 1.0
S -5.740 -1.269 4.814 -0.4 1.9 -2.1
O -6.319 -1.930 5.987 1.7 1.2 -2.5
O -6.651 -0.720 3.744 2.5 -1.7 3.3
O -4.669 -0.111 5.268 -2.3 -0.2 2.4
H -4.106 0.809 3.569 0.3 0.5 0.2
H -2.763 0.545 4.739 -0.3 0.0 0.2
H -2.532 -1.566 3.987 -0.1 -0.4 -0.5
H -3.559 -1.036 2.578 0.4 -0.4 0.1
C -0.016 3.651 0.834 0.5 -1.0 -1.0
C -0.843 4.108 1.982 -0.6 -1.0 1.1
O -1.505 5.254 1.562 -1.0 3.0 -2.0
S -0.938 5.964 0.183 -0.5 -2.1 0.4
O -0.430 7.244 0.597 0.0 -0.8 -0.8
O -1.906 5.914 -0.930 2.1 -0.1 2.5
O 0.251 4.826 0.021 -1.2 1.7 -0.3
H -0.546 2.881 0.273 0.1 0.3 -0.5
H 0.955 3.216 1.069 -0.1 0.3 0.2
H -0.285 4.272 2.904 0.0 0.2 -0.1
H -1.695 3.454 2.170 0.7 -0.6 0.3
C -4.608 -1.853 -3.221 0.1 3.6 -0.6
C -3.222 -1.579 -3.793 -0.2 0.7 -0.8
O -2.544 -2.722 -3.446 0.6 -4.7 1.6
S -3.599 -4.074 -3.418 1.0 1.4 1.1
O -3.564 -4.685 -2.095 -0.2 1.1 -2.2
O -3.416 -4.905 -4.573 -0.3 0.8 0.8
O -4.912 -3.100 -3.604 0.5 -5.4 -0.9
H -5.333 -1.298 -3.817 -0.1 0.8 0.9
H -4.661 -1.799 -2.134 0.0 0.7 0.0
H -2.648 -0.710 -3.471 -0.1 0.0 0.5
H -3.129 -1.642 -4.877 -1.1 0.9 -0.4
C -4.924 2.242 -4.555 0.0 1.0 -1.8
C -4.558 3.698 -4.062 -0.1 -0.5 -1.5
O -4.250 3.519 -2.754 1.4 -1.2 3.4
S -3.459 2.077 -2.555 1.3 -0.2 0.7
O -3.577 1.641 -1.178 -0.7 0.8 -2.6
O -2.161 2.029 -3.202 -2.8 0.7 0.6
O -4.547 1.345 -3.575 0.7 -0.6 2.2
H -4.346 1.994 -5.446 0.0 0.2 -0.2
H -5.977 2.083 -4.785 -0.1 0.2 0.2
H -5.364 4.432 -4.076 -0.1 -0.2 -0.4
H -3.654 4.074 -4.543 -0.2 0.1 -0.6
```
Forces are in eV/Å.

Calculated values
HOMO energy in eV: -3.07
Spin multiplicity: 1
Total charge: -2
Frontier orbital gap in eV: 6.40
Max |F| in eV/Å: 7.97
Total energy in a.u.: -7594.78405
LUMO in eV: 3.325

---

[2]
The following is a quantum chemistry calculation of 6 unconnected molecules or ions with the total composition C26H58ClN2O27P7, from the OMol25 dataset.

```
121
Properties=species:S:1:pos:R:3:forces:R:3
C -2.358 6.672 -0.717 0.3 -0.1 0.1
C -0.839 6.958 -1.111 -0.5 -0.3 0.5
C 0.022 5.692 -0.744 0.1 0.4 -0.8
C 0.651 5.039 -1.870 -0.3 -1.6 3.3
C 1.431 3.815 -1.582 -1.2 1.6 -0.6
C 1.633 3.259 -0.273 -0.9 0.9 -0.7
C 2.520 1.984 -0.135 0.3 0.2 1.1
N 3.565 1.858 -1.161 -0.2 -0.6 -0.3
C 0.972 3.949 0.849 -0.5 1.5 -1.0
P 1.141 3.232 2.565 0.8 -2.1 1.3
O 1.500 1.791 2.561 -0.3 1.0 -0.7
O -0.305 3.347 3.410 1.5 0.9 -1.8
O 2.339 4.038 3.399 -2.5 -0.4 -0.5
C 0.172 5.196 0.646 2.6 -0.8 -1.9
P -0.632 6.103 2.100 -1.8 -0.1 1.1
O -0.849 7.721 1.739 1.7 -1.2 -0.1
O 0.475 6.138 3.384 -0.3 0.2 -1.3
C 1.880 3.395 -3.005 0.2 0.0 1.2
O 2.151 2.341 -3.480 -0.2 0.3 0.1
N 1.876 4.627 -3.843 -0.1 -0.1 -0.2
Cl 3.233 5.472 -3.098 0.2 0.4 -0.6
C 0.672 5.373 -3.389 1.0 -0.8 2.4
O -0.055 5.997 -4.079 0.1 0.0 -0.1
H -2.965 6.347 -1.601 0.6 0.3 0.7
H -2.375 5.832 0.024 -0.2 0.8 -0.6
H -2.852 7.557 -0.251 0.5 -0.7 -0.4
H -0.457 7.878 -0.595 -0.4 -1.0 -0.4
H -0.790 7.175 -2.202 0.2 -0.4 0.9
H 3.057 2.077 0.847 -0.8 -0.3 -0.8
H 1.838 1.091 -0.075 0.6 0.8 0.1
H 4.438 1.505 -0.768 -0.5 0.3 0.2
H 3.306 1.156 -1.862 0.1 0.5 0.2
H -1.002 3.087 2.765 0.1 0.0 0.5
H 1.975 4.235 4.285 0.5 0.1 -0.4
H 0.008 8.155 1.554 -0.4 0.0 0.1
H -0.028 5.948 4.197 0.1 0.1 -0.6
C 5.444 -3.806 -4.724 0.6 0.3 -0.1
O 4.065 -3.506 -4.891 -3.4 0.2 -1.3
P 3.430 -2.187 -4.035 7.3 0.8 5.3
O 4.688 -1.353 -4.044 -0.8 -0.1 -1.0
O 3.325 -3.091 -2.669 -1.1 0.0 -0.7
C 2.849 -4.440 -2.747 0.0 -0.2 0.3
O 2.510 -0.964 -3.278 -2.0 -1.7 -2.4
C 1.552 -0.312 -4.127 -0.3 0.1 -0.2
H 5.617 -4.800 -5.140 -0.3 0.0 -0.1
H 6.058 -3.094 -5.274 0.0 0.0 0.2
H 5.718 -3.812 -3.668 0.0 0.2 0.0
H 3.697 -5.125 -2.708 0.0 0.0 -0.1
H 2.277 -4.620 -3.656 0.1 -0.1 0.1
H 2.206 -4.637 -1.888 0.1 0.2 0.0
H 0.837 -1.040 -4.519 -0.1 0.1 0.0
H 2.061 0.190 -4.952 -0.1 0.1 0.1
H 1.017 0.426 -3.539 0.1 -0.1 0.0
C 11.709 -0.013 -5.700 0.3 0.6 0.1
O 10.340 -0.339 -5.512 -3.4 -0.9 -0.5
P 9.652 -0.032 -3.991 7.7 1.8 4.0
O 10.489 1.180 -3.664 -1.1 -0.1 -0.8
O 10.315 -1.400 -3.368 -1.1 -0.2 -0.5
C 10.306 -2.603 -4.141 0.1 -0.2 0.2
O 8.684 0.133 -2.596 -1.9 -1.2 -2.8
C 7.343 0.583 -2.845 -0.3 0.2 0.0
H 12.037 -0.491 -6.625 -0.3 -0.1 0.0
H 11.832 1.064 -5.809 0.1 -0.1 0.2
H 12.317 -0.384 -4.874 -0.1 0.1 0.1
H 11.292 -2.755 -4.585 -0.1 0.0 -0.1
H 9.553 -2.579 -4.927 0.1 -0.1 0.0
H 10.092 -3.445 -3.480 0.0 0.2 0.1
H 6.826 -0.115 -3.504 -0.3 0.1 0.2
H 7.359 1.578 -3.298 -0.1 0.0 0.1
H 6.810 0.633 -1.897 0.1 0.0 0.0
C -1.171 1.289 -1.271 0.4 0.7 0.2
O -2.505 0.815 -1.335 -3.4 -1.1 -1.1
P -3.406 0.847 0.101 7.1 1.8 5.4
O -2.748 2.075 0.691 -0.9 -0.1 -0.9
O -2.686 -0.524 0.637 -1.1 -0.2 -0.7
C -2.465 -1.612 -0.268 0.2 -0.3 0.1
O -4.555 0.735 1.358 -1.4 -0.9 -3.3
C -5.896 1.094 0.988 -0.4 0.2 0.2
H -0.660 0.984 -2.186 -0.3 -0.2 -0.1
H -1.160 2.378 -1.221 0.1 -0.1 0.2
H -0.645 0.863 -0.414 -0.1 0.1 0.1
H -1.420 -1.611 -0.583 0.0 0.0 -0.1
H -3.111 -1.553 -1.142 0.1 -0.1 0.0
H -2.669 -2.551 0.251 -0.1 0.1 0.1
H -6.247 0.447 0.181 -0.2 0.0 0.1
H -5.930 2.139 0.667 -0.1 0.0 0.0
H -6.544 0.965 1.854 0.1 0.0 0.0
C -9.425 2.065 6.707 0.3 0.6 -0.2
O -8.861 0.769 6.845 1.3 -3.0 1.6
P -8.221 0.023 5.456 -3.9 6.7 -5.6
O -7.800 1.321 4.800 0.9 -0.4 1.0
O -9.741 -0.388 4.984 0.5 -1.2 0.6
C -10.657 -0.927 5.942 -0.3 -0.1 -0.1
O -7.591 -0.866 4.133 0.6 -2.2 3.0
C -6.389 -1.590 4.439 0.3 -0.1 -0.2
H -9.990 2.277 7.617 0.1 -0.3 0.1
H -8.640 2.814 6.610 -0.1 0.0 -0.2
H -10.101 2.109 5.851 0.1 0.0 -0.1
H -11.351 -0.147 6.257 0.1 0.0 0.1
H -10.146 -1.335 6.812 -0.1 0.0 0.0
H -11.229 -1.727 5.469 0.1 0.1 -0.1
H -6.573 -2.308 5.240 0.2 -0.1 -0.1
H -5.599 -0.895 4.740 0.0 0.0 0.0
H -6.071 -2.128 3.548 -0.1 0.1 0.0
C -4.967 -8.014 2.992 -0.6 0.2 -0.2
O -3.767 -7.462 3.517 2.7 1.0 2.2
P -2.929 -6.336 2.565 -4.9 -1.6 -7.4
O -4.141 -5.743 1.889 0.5 0.3 1.2
O -2.265 -7.531 1.657 0.7 0.4 1.0
C -1.781 -8.718 2.294 0.1 -0.2 -0.2
O -1.860 -5.207 1.857 1.0 -0.8 3.4
C -1.342 -4.219 2.759 0.0 0.4 0.0
H -5.231 -8.875 3.609 0.3 0.1 0.2
H -5.778 -7.289 3.051 0.1 0.0 -0.2
H -4.827 -8.347 1.962 0.0 0.2 0.0
H -2.512 -9.518 2.170 0.0 0.0 0.1
H -1.586 -8.563 3.354 0.0 -0.1 0.0
H -0.851 -9.022 1.812 -0.1 0.2 -0.1
H -0.794 -4.699 3.571 0.1 0.2 0.0
H -2.161 -3.620 3.166 0.1 0.1 0.0
H -0.662 -3.569 2.210 -0.1 -0.1 0.0
```
Forces are in eV/Å.

Calculated values
HOMO energy in eV: -8.78
Spin multiplicity: 1
Frontier orbital gap in eV: 6.04
Max |F| in eV/Å: 9.58
Total energy in a.u.: -6015.80992
SMILES string: CCc1c2c(c(CN)c(P(=O)(O)O)c1P(O)O)C(=O)N(Cl)C2=O.COP(=O)(OC)OC.COP(=O)(OC)OC.COP(=O)(OC)OC.COP(=O)(OC)OC.COP(=O)(OC)OC
LUMO in eV: -2.738